Molecular formula: C32H50BN7RuSe
Method: DFT, the ωB97M-V functional and the def2-TZVPD basis

XYZ file:
```
92
Properties=species:S:1:pos:R:3
C 2.142 -4.740 -0.739
H -4.244 0.566 -2.484
N 1.080 -0.363 -1.218
H -3.696 -2.778 2.194
H 3.789 -2.618 1.485
N -1.671 -0.503 -0.929
C 2.517 0.139 -3.279
H -1.282 1.165 -2.994
H -0.594 -4.431 0.657
H 3.606 0.211 -3.247
H 1.154 -4.781 -1.199
H 1.043 -0.794 -4.577
C 0.124 6.307 -0.708
C -3.250 -0.451 -4.092
H -1.029 5.167 2.150
H -2.976 -4.350 2.548
H -2.305 3.116 2.891
C 2.129 -0.680 -4.517
H 1.543 -3.632 0.997
H -0.108 4.114 3.229
H -0.291 -1.202 4.792
H 4.448 -3.434 0.063
C -1.554 -4.730 0.238
B -0.119 -1.518 0.722
N 1.670 7.333 0.799
C 2.279 -3.536 0.200
H 3.308 6.232 1.384
C -0.569 4.181 2.244
Se 0.299 3.675 -1.717
H 3.847 -4.385 1.420
C -2.793 -0.721 -1.661
H -2.590 2.188 -3.485
C 0.498 -1.095 4.041
C -0.948 1.723 2.174
H 2.322 2.028 -4.286
H 0.223 4.096 1.498
H 1.741 -2.450 2.878
C 0.951 -2.491 3.631
C 2.732 -1.795 -1.644
H -1.779 3.294 -0.098
H 2.468 -0.172 -5.420
H 2.304 2.149 -2.528
H 0.876 1.553 -3.420
C 0.868 5.134 -0.665
H 1.384 0.603 5.118
H -3.587 -4.106 0.143
H -4.201 -2.415 -1.627
C -0.084 -0.164 3.006
C -1.606 3.068 2.052
C -0.588 1.096 3.344
H 3.593 -2.256 -2.102
C 1.969 1.549 -3.373
N -0.659 0.889 1.145
H 1.366 -2.981 4.511
C 2.121 -0.620 -2.043
H -1.949 -2.920 2.434
H -0.765 6.398 -1.319
C -2.828 -3.412 2.013
H -3.598 0.243 -4.857
H 2.478 -0.197 3.983
H -0.689 1.494 4.341
C 2.012 -2.271 -0.557
C 0.561 7.375 0.069
H 2.572 -1.674 -4.497
H -2.967 4.180 0.814
H 2.887 -4.699 -1.535
H 0.140 -3.117 3.265
Ru -0.511 1.027 -0.886
N 1.015 -1.404 -0.316
C -3.311 -1.930 -1.258
C -2.648 -3.695 0.518
C 2.399 6.220 0.794
H 2.642 4.185 0.141
C 3.673 -3.484 0.831
C -2.422 3.237 0.783
H -1.835 -5.680 0.694
C 1.676 -0.362 4.707
C -2.460 -2.424 -0.255
H -1.431 -4.897 -0.833
H 2.073 -0.969 5.520
H -3.142 2.426 0.649
H -2.249 -0.796 -4.363
N -0.181 -0.292 1.672
H -0.003 8.300 0.092
H -3.915 -1.313 -4.089
H -2.387 2.010 -1.772
N -1.469 -1.539 -0.082
C -2.317 1.456 -2.724
H 2.301 -5.663 -0.181
H -0.025 -2.514 1.332
C 2.034 5.080 0.092
C -3.230 0.235 -2.723
```

orbital gap (spin up / spin down): 7.521 / 5.904 eV
relative energy (zero: lowest compared OMol25 entry of this formula, charge and spin): 1.0 kJ/mol
2S+1: 5
lowest unoccupied orbital energy (spin up / spin down): -7.12 / -8.58 eV
<S²>: 6.0247
E_HOMO (spin up / spin down): -14.640 / -14.482 eV
charge: +2

Löwdin atomic charge list, values in e, 6 entries: atom 1 (C): -0.0358, atom 2 (H): 0.1602, atom 3 (N): -0.0010, atom 4 (H): 0.0936, atom 5 (H): 0.0817, atom 6 (N): -0.0873


Molecular formula: C32H50BO14S
Method: DFT, the ωB97M-V functional and the def2-TZVPD basis

XYZ file:
```
98
Properties=species:S:1:pos:R:3
O -3.370 -6.480 4.913
C -0.355 -1.993 -3.570
H -3.690 -0.625 -3.217
C -6.159 -4.770 4.292
H 2.311 6.503 2.686
H 4.221 4.624 1.164
H -1.784 4.103 0.476
C -2.185 -6.673 4.336
H 5.619 2.777 3.363
C 6.681 4.744 4.932
O -1.982 1.548 -4.372
H -1.418 5.801 2.244
O 0.313 0.457 -5.060
H 2.506 3.515 3.472
O -1.378 -6.368 2.097
H -1.248 3.239 1.978
H 5.388 5.813 3.390
C 4.169 3.917 2.054
C 1.012 -1.223 -3.247
H 7.049 5.411 2.806
H 3.505 4.982 3.964
C -0.851 -4.613 -3.647
H -3.061 -5.386 -0.609
C 2.101 2.112 -2.213
H 0.212 4.936 -0.975
C 1.628 -1.191 -0.543
O -3.509 -5.900 2.624
H 6.963 5.752 5.376
H -4.025 -1.562 -5.271
H 5.388 4.453 6.802
H -2.778 -6.916 -3.271
C -0.879 3.915 1.135
H 1.829 -1.835 -3.756
H -3.027 -5.172 -2.854
C -1.531 -0.927 -3.438
C 0.320 3.202 0.360
H 0.456 4.128 3.457
C -2.989 -1.521 -3.325
C -2.721 -6.383 -1.044
H -1.814 -6.788 -0.518
H 3.808 2.908 1.661
H 0.368 -3.618 -2.127
C 1.726 3.617 -1.869
C -6.545 -6.164 3.962
H 1.526 -1.099 0.569
H 0.057 2.092 0.348
H 2.517 1.526 -1.342
H 1.316 3.332 0.873
H 2.529 4.034 -1.171
H 0.089 1.164 -2.006
H 4.631 3.784 5.308
H 0.077 -4.800 -4.286
H -1.338 -0.368 -2.462
C 2.010 5.448 2.404
O -7.667 -6.598 3.918
H -0.567 3.489 -1.727
C 6.190 5.004 3.437
H 2.012 5.321 1.279
H -1.701 -4.454 -4.370
C -2.405 -6.079 -2.592
C 0.788 1.430 -2.848
H 0.306 2.256 -3.466
H 7.646 4.136 4.939
H -3.170 -2.153 -2.408
C -0.493 5.303 1.800
C -4.616 -3.411 -4.279
H -0.305 -2.286 -4.670
O -1.914 -0.110 -6.070
O -4.678 -4.458 -4.877
O -5.507 -3.051 -3.242
C 1.109 0.246 -3.861
B -4.290 -5.979 3.874
S -1.312 0.300 -4.786
C -0.550 -3.323 -2.735
H -3.633 -7.058 -0.956
H 1.730 4.302 -2.773
H 2.194 0.388 -4.176
C 1.378 -1.186 -1.737
C -3.491 -2.324 -4.608
H -1.397 -3.279 -1.979
O -5.449 -6.879 3.716
O -1.012 -5.791 -2.828
H 6.039 2.882 6.004
H 0.354 5.904 3.849
C 3.056 4.432 3.084
H -2.667 -2.747 -5.252
C 5.608 3.709 2.708
O -4.833 -4.657 4.241
H 2.844 2.163 -3.079
H -5.632 -2.080 -3.347
H 6.319 3.484 1.846
C 0.338 3.810 -1.129
O -6.911 -3.871 4.564
C 0.546 5.165 3.018
O -1.207 -7.080 4.907
C 5.636 3.931 5.822
C -2.273 -6.309 2.901
H -0.097 6.046 1.036
```

orbital gap: 9.084 eV
lowest unoccupied orbital energy: 1.78 eV
E_HOMO: -7.305 eV
charge: -1

Löwdin atomic charge list, values in e, 6 entries: atom 1 (O): 0.2351, atom 2 (C): -0.2363, atom 3 (H): 0.1291, atom 4 (C): -0.4018, atom 5 (H): 0.1107, atom 6 (H): 0.1064


Molecular formula: C32H50Br2CaF11LiN4O13S
Method: DFT, the ωB97M-V functional and the def2-TZVPD basis

XYZ file:
```
115
Properties=species:S:1:pos:R:3
H -0.384 -3.740 5.094
Ca -0.042 -6.531 5.251
H -1.254 -0.431 -4.593
H -2.202 -2.842 8.171
C 0.965 1.432 -0.766
H -2.104 0.937 8.779
C 1.781 -2.098 2.007
F -0.902 0.757 -2.353
C 1.791 -2.519 -6.697
H -7.209 4.326 0.942
C -0.272 1.342 0.119
C 2.505 -1.513 -5.834
C 6.433 -1.739 -2.561
H -3.437 1.319 -6.693
H 2.398 -2.781 -7.561
H -2.501 4.097 0.105
C -0.634 -0.125 0.592
N -1.820 -0.802 7.666
H -2.480 0.809 -4.643
H 1.771 1.921 -0.213
H 0.284 -1.451 -1.034
Li -4.366 0.847 -7.967
H -2.776 -2.115 -5.520
H -2.639 0.745 1.086
H 7.517 -1.665 -2.752
O -1.739 0.181 -6.501
H -1.598 10.669 0.491
C -2.654 10.451 0.635
H -1.209 0.877 6.491
H -6.256 5.187 2.160
N -2.750 -0.672 -0.507
H -3.582 -1.244 -7.594
F 2.432 -1.380 -0.217
O -5.854 2.375 1.861
H -3.377 -1.385 -4.030
H -1.652 -5.748 5.904
H -5.331 -0.790 -7.521
C -2.191 -0.191 0.772
C 1.374 -0.634 2.378
H -3.247 11.220 0.144
F 1.426 -0.588 3.732
C -4.519 -1.344 -7.018
Br 1.475 -4.194 -5.761
O -4.051 3.440 1.212
H -5.833 5.294 0.440
N -3.214 8.118 -0.374
O 11.700 -3.353 0.530
F -1.345 1.971 -0.475
H 3.338 -1.943 -5.287
F 2.272 0.254 1.933
O -0.774 0.140 2.947
F 0.647 -2.831 1.991
O 5.737 -0.769 -2.356
F 2.515 -2.567 3.026
O -4.403 -0.816 -5.730
O 7.327 -3.485 -0.755
H -4.012 4.866 -0.319
F 3.945 -2.301 1.100
H -0.804 -2.272 0.198
N -1.452 -2.355 6.215
H 2.863 -0.685 -6.442
C -1.722 -1.182 -1.279
H -3.304 0.020 -0.995
H 0.711 2.079 -1.599
C -3.408 4.528 0.523
O -1.708 -1.440 -2.453
F 11.665 -0.990 -1.288
H -2.436 5.290 2.278
C -1.689 -4.816 6.457
F 9.850 -2.146 -1.485
C -1.387 -3.649 5.529
H -3.948 6.106 1.909
C -2.130 -0.102 -5.132
H -2.507 -0.964 1.477
H -4.811 -2.397 -7.008
O 2.047 -3.774 -1.158
H 6.031 -2.664 -3.018
H -0.091 1.938 1.020
H -1.611 -0.479 9.727
C -2.369 1.305 -6.994
H -0.964 -4.868 7.280
H 7.004 -1.642 -0.074
O 11.651 -1.205 1.697
C -3.059 5.659 1.461
H 5.570 -2.637 -0.323
C -0.097 -0.195 2.008
H -2.876 10.455 1.700
H -2.103 -3.632 4.708
C 6.619 -2.508 -0.652
H -2.690 -4.751 6.883
C 2.354 -3.713 0.143
C -0.529 -1.355 -0.325
H -1.915 2.229 -6.624
C -2.969 9.148 0.068
C -3.156 -1.190 -5.076
C -1.872 -2.112 7.454
H -2.276 1.293 -8.097
C -2.228 -0.133 8.902
H 1.505 -3.022 -1.441
H 1.283 0.487 -1.180
H -3.273 -0.354 9.106
C -1.334 -0.190 6.532
H 0.822 -2.158 -7.027
C 10.548 -1.364 -0.640
F 9.812 -0.247 -0.455
O 2.448 -4.681 0.836
O 9.605 -2.517 1.466
H -2.519 6.430 0.927
Br 1.314 -0.725 -4.521
H -0.723 -1.123 4.616
C 2.664 -2.300 0.728
S 10.925 -2.210 0.955
C -1.099 -1.162 5.624
C -6.206 4.637 1.221
C -5.372 3.392 1.433
```

orbital gap: 3.384 eV
lowest unoccupied orbital energy: -2.57 eV
E_HOMO: -5.950 eV

Löwdin atomic charge list, values in e, 6 entries: atom 1 (H): 0.0574, atom 2 (Ca): 0.5875, atom 3 (H): 0.0154, atom 4 (H): 0.1620, atom 5 (C): -0.0411, atom 6 (H): 0.1009


Largest force on an atom, record by record: 0.505, 4.840, 5.835 eV/Å